# 1
Molecular formula: C5H13NS
Method: DFT, the ωB97M-V functional and the def2-TZVPD basis

The value obtained for the energy above the lowest of the compared OMol25 structures with the same formula, charge and spin is 182.55 kcal/mol. The calculation puts the HOMO energy at -0.3324 hartree. The HOMO-LUMO gap comes out at 5.9 eV. The value obtained for the lowest unoccupied orbital energy is -3.13 eV.

ORCA input file:
```
! RIJCOSX wB97M-V def2-TZVPD def2/J DEFGRID3
* xyz 0 1
H -0.28 -2.67 1.29
C 0.30 -0.25 0.17
C -1.02 0.63 0.04
H -1.23 1.05 1.03
H 2.31 -0.38 -0.60
H 1.79 1.23 -0.46
H -0.85 1.16 -2.07
S -0.64 1.59 -3.99
H -2.02 2.13 -1.29
H -1.89 -0.04 0.06
H -0.50 -2.03 2.90
C 0.24 -2.13 2.09
H -0.33 2.45 -0.99
C -1.07 1.65 -1.05
N 0.98 -0.95 1.68
H -0.01 -1.22 -0.22
H 1.29 0.32 -1.82
H 1.04 -2.76 2.51
H 0.47 -0.01 1.43
C 1.41 0.23 -0.74
*
```

=====

# 2
Molecular formula: C32H55F3NO8P
Method: DFT, the ωB97M-V functional and the def2-TZVPD basis

The calculation puts the HOMO energy at -0.2136 hartree. The HOMO-LUMO gap comes out at 4.7 eV. The value obtained for the lowest unoccupied orbital energy is -1.13 eV.

ORCA input file:
```
! RIJCOSX wB97M-V def2-TZVPD def2/J DEFGRID3
* xyz 0 1
C -1.65 1.02 3.95
H -0.45 -1.09 -5.30
H 1.12 2.17 1.47
H -0.45 5.64 -2.37
H 1.07 -9.23 0.29
H -2.63 3.52 -0.61
C 1.85 -1.72 -1.52
H -0.06 -3.41 -0.90
H 2.81 1.13 -0.76
C 0.88 1.57 5.92
H -1.08 3.47 -4.33
C -0.98 -1.22 1.76
H -2.16 5.19 -0.80
H 2.32 -0.49 -3.24
H -2.61 2.93 4.03
H -2.07 0.52 4.83
C -2.93 4.47 -1.06
H -3.86 4.76 -0.57
C 0.12 -2.26 1.96
H -1.85 -1.48 2.37
C 0.84 3.49 -0.20
H -3.54 -1.29 -1.44
H 2.67 -0.50 0.86
H -1.48 -0.44 -3.52
O -1.15 2.93 5.40
H -0.67 2.64 -2.12
H 0.84 -1.86 2.67
H 1.80 -2.80 -1.66
H -0.35 0.06 -0.84
H -0.60 -1.39 -1.54
C 2.24 -4.31 2.06
H 0.99 -3.06 -3.53
C 0.97 -2.05 -3.93
C 1.46 -1.04 -2.87
O -3.62 0.28 1.18
C 0.34 -7.49 1.30
F 0.07 0.86 6.76
O 0.23 -3.66 -0.02
C 1.69 -0.18 0.52
H 0.40 3.52 6.51
O 2.55 -4.12 3.21
H -0.82 -2.74 -4.88
H -1.91 -2.17 0.12
P -2.64 0.15 -0.05
H 1.37 4.68 -1.94
C -1.59 2.53 4.15
H 3.87 -6.03 0.76
H -2.72 5.55 -4.36
F 2.05 1.71 6.57
H 2.80 -3.52 0.18
H 2.88 -2.39 1.57
C 2.58 -7.71 0.46
C 0.18 3.03 -2.68
H -0.97 2.99 3.37
H 2.61 2.79 0.79
C 1.05 -1.35 -0.23
H 0.70 -0.28 -2.74
H -3.91 -0.56 1.57
C 0.63 -6.21 1.76
H 0.53 4.11 -4.49
N -0.35 -0.95 -0.64
C 0.34 2.99 5.54
C 2.88 -6.43 0.91
C -0.44 -1.80 -4.48
C 1.63 2.40 0.53
H -2.62 6.39 -2.83
O 0.97 3.47 4.53
O -1.39 -1.40 -3.48
C -0.84 5.34 -3.34
C 1.82 1.11 -0.30
C -2.36 5.46 -3.33
H -0.29 -3.17 2.39
H 1.66 -2.05 -4.78
H -2.80 3.37 -2.92
O -1.85 1.35 -0.33
H 1.11 1.13 -1.13
C 0.91 -2.61 0.68
H 2.89 -1.50 -1.31
F 1.15 0.74 4.88
C -0.29 3.98 -3.78
H 1.02 4.43 0.31
H -4.16 4.47 -2.82
O -3.48 -0.34 -1.31
H 0.64 2.17 -3.17
C 1.31 -8.23 0.65
C 2.29 -3.15 1.07
H 3.33 -8.30 -0.04
H -0.46 6.09 -4.04
H 1.13 0.05 1.42
H -0.12 -5.63 2.27
H -0.23 3.29 -0.10
H -2.26 0.78 3.08
C -3.10 4.36 -2.58
H -0.68 -0.24 2.11
C 1.90 -5.68 1.56
C 1.21 3.64 -1.69
H 2.17 3.15 -1.86
H -0.65 -7.89 1.46
C -1.46 -1.19 0.32
H -0.65 0.61 3.78
*
```

=====

# 3
Molecular formula: C10H10N2OS
Method: DFT, the ωB97M-V functional and the def2-TZVPD basis

The value obtained for the energy above the lowest of the compared OMol25 structures with the same formula, charge and spin is 118.55 kcal/mol. The calculation puts the HOMO energy (spin up / spin down) at -0.3121 / -0.3184 hartree. The HOMO-LUMO gap (spin up / spin down) comes out at 7.3 / 7.4 eV. The value obtained for the lowest unoccupied orbital energy (spin up / spin down) is -1.23 / -1.28 eV.

ORCA input file:
```
! RIJCOSX wB97M-V def2-TZVPD def2/J DEFGRID3
* xyz 0 1
H -1.30 3.33 0.42
H -3.68 0.03 -0.57
S -1.82 0.17 -1.97
H -1.25 2.58 -1.14
O -2.98 1.71 1.44
C -2.63 -2.33 0.29
C -2.71 0.49 -0.51
N -1.70 2.65 -0.22
C 2.10 0.02 -0.92
H 0.79 1.53 -1.88
C -0.36 -1.41 -0.25
H -1.62 -1.22 1.68
C -0.20 -0.13 -1.20
C -1.56 -1.46 0.56
C -2.53 1.69 0.32
C 2.06 -0.99 -0.03
H 0.68 -0.79 1.63
H 3.05 0.30 -1.26
C 0.87 -1.37 0.70
H 0.88 -2.33 1.26
N -3.49 -3.05 0.15
H -0.24 -2.21 -0.91
H 2.90 -1.45 0.35
C 0.93 0.52 -1.43
*
```

=====

| no. | DFT total energy (Eh) |
| --- | --- |
| 1 | -650.95305 |
| 2 | -2549.92647 |
| 3 | -969.84758 |